1.
A structure of composition C26H24BrCl2FGaN4O7 in a non-equilibrium geometry, computed with the ωB97M-V functional and the def2-TZVPD basis.

The calculation puts the relative energy (zero: lowest compared OMol25 entry of this formula, charge and spin) at 3.2044 eV. The net charge is -1. The LUMO energy (alpha / beta) comes out at 0.47 / 0.53 eV. Its HOMO-LUMO gap (alpha / beta) is 2.092 / 1.867 eV.

XYZ file:
```
66
C26H24BrCl2FGaN4O7, DFT the ωB97M-V functional and the def2-TZVPD basis
Ga -0.9919 -0.3965 0.1749
F 4.9193 4.2601 -0.6036
C 3.5939 4.5767 -0.6030
C 2.7014 3.5443 -0.4817
C 1.2947 3.8254 -0.4385
C 0.3307 2.8471 -0.4143
O 0.7734 1.5725 -0.5231
C -1.0771 3.1919 -0.4010
C -1.3980 4.4989 -0.3653
N -0.4525 5.5058 -0.3176
C -0.8684 6.8685 -0.2916
C -1.9393 7.2699 0.6698
C -0.5141 7.6942 0.9062
C 0.9183 5.2274 -0.4637
C 1.8500 6.2150 -0.6263
C 3.2477 5.9120 -0.7040
N 4.1682 6.9809 -0.8636
C 5.3511 6.7740 -1.6734
C 5.8913 8.1128 -2.1300
N 6.1972 8.9296 -0.8982
C 4.9805 9.1025 -0.0256
C 4.4727 7.7255 0.3416
C -2.2633 2.2486 -0.3997
O -3.3863 2.6966 -0.2799
O -2.0417 0.9715 -0.5755
H 3.0536 2.5255 -0.4127
H -2.4323 4.8061 -0.3345
H -0.8516 7.3878 -1.2499
H -2.3391 6.4936 1.3088
H -2.6594 8.0080 0.3438
H 0.0342 7.1884 1.6916
H -0.2458 8.7322 0.7483
H 1.5438 7.2525 -0.6919
H 5.1037 6.1702 -2.5434
H 6.1480 6.2457 -1.1287
H 5.1466 8.6633 -2.6962
H 6.8237 8.0385 -2.6953
H 6.6209 9.8478 -1.1489
H 6.9134 8.4158 -0.3457
H 4.2445 9.6334 -0.6241
H 5.2820 9.7042 0.8293
H 3.5743 7.8223 0.9493
H 5.2324 7.2087 0.9518
C 0.5343 0.7081 0.6267
H 0.4012 1.3082 1.5305
H 1.4360 0.1063 0.7480
Br 5.1737 -3.3387 -0.5441
C 3.4654 -4.1300 -0.3339
C 3.3686 -5.4939 -0.1296
N 2.2015 -6.1125 0.0225
C 1.0936 -5.3630 -0.0284
C 1.1065 -3.9908 -0.2283
C 2.3204 -3.3569 -0.3833
C -0.2052 -3.2106 -0.2672
O -1.2596 -3.8054 -0.1593
O -0.0088 -1.9435 -0.4066
H 4.2643 -6.1031 -0.0861
H 0.1406 -5.8614 0.0967
H 2.3525 -2.2873 -0.5394
Cl -3.1453 -1.6322 -1.1700
C -3.7183 -2.4077 0.3281
Cl -5.3734 -1.8196 0.6973
C -2.8118 -2.1844 1.5614
O -3.0355 -2.9154 2.4951
O -1.9219 -1.2352 1.5512
H -3.7842 -3.4678 0.1457
```

2.
A structure of composition C26H24BrF6NPRhSSb in a non-equilibrium geometry, computed with the ωB97M-V functional and the def2-TZVPD basis.

The LUMO energy (alpha / beta) comes out at -0.23 / -2.86 eV. Its HOMO-LUMO gap (alpha / beta) is 7.885 / 6.362 eV. The spin multiplicity is 6.

XYZ file:
```
62
C26H24BrF6NPRhSSb, DFT the ωB97M-V functional and the def2-TZVPD basis
Rh 12.5258 12.0792 11.4588
C 10.3648 9.4827 9.4581
C 10.3203 8.4197 10.5283
C 10.0255 7.0990 10.2110
C 9.9876 6.0750 11.1526
C 10.2635 6.4075 12.4658
C 10.5242 7.7227 12.8390
C 10.5554 8.7683 11.9044
P 10.9750 10.4417 12.5454
C 11.5059 10.1942 14.3005
C 10.5937 10.4357 15.3095
C 10.9356 10.3246 16.6516
C 12.1652 9.8583 16.9877
C 13.1214 9.5331 16.0139
C 12.8236 9.7237 14.6201
C 13.8608 9.3620 13.6062
C 9.3703 11.2424 12.5787
C 8.1987 10.5655 12.9356
C 7.0328 11.2323 12.8362
C 7.0202 12.6253 12.5212
C 8.1975 13.2873 12.3109
C 9.4054 12.6083 12.2787
C 10.6497 13.3965 12.1338
H 9.9944 10.4065 9.8901
H 9.7321 9.1950 8.6401
H 11.3920 9.6801 9.1261
H 9.8886 6.9054 9.1856
H 9.7674 5.0880 10.8602
H 10.2354 5.6297 13.2468
H 10.6920 7.9875 13.8734
H 9.6137 10.7639 15.0343
H 10.2217 10.5608 17.4322
H 12.3331 9.5677 18.0111
H 14.1080 9.1657 16.2612
H 13.7357 8.3396 13.2713
H 14.8675 9.4160 14.0843
H 13.8623 10.0274 12.7618
H 8.1815 9.5083 13.1883
H 6.1155 10.7146 13.1294
H 6.1015 13.1417 12.5756
H 8.2531 14.3548 12.0454
H 11.0468 13.8244 13.0969
H 10.6030 14.1089 11.3399
S 14.2255 13.0606 12.6457
Br 15.0368 9.1343 7.1390
C 14.2617 10.6975 7.7095
C 14.0379 11.7833 6.8404
C 13.3799 12.9088 7.3257
C 13.0136 12.9367 8.6463
N 13.2985 11.9479 9.4553
C 13.8496 10.8140 9.0467
H 14.3467 11.6671 5.8352
H 13.0708 13.7048 6.6706
H 12.5251 13.8383 9.0289
H 13.8778 9.9660 9.7144
F 15.7198 10.5814 10.7380
Sb 17.5253 11.0212 11.2824
F 17.9306 9.2188 11.6431
F 18.1284 10.8111 9.5133
F 19.2424 11.4698 11.7825
F 16.9912 12.8184 10.8544
F 16.8629 11.1835 13.0519
```

3.
A structure of composition C26H24BrFeN6, computed with the ωB97M-V functional and the def2-TZVPD basis.

The calculation puts the relative energy (zero: lowest compared OMol25 entry of this formula, charge and spin) at 0.0797 eV. The net charge is +2. The LUMO energy (alpha / beta) comes out at -5.38 / -7.73 eV. Its HOMO-LUMO gap (alpha / beta) is 8.274 / 6.679 eV. The spin multiplicity is 6.

XYZ file:
```
58
C26H24BrFeN6, DFT the ωB97M-V functional and the def2-TZVPD basis
Fe -0.1456 0.7112 -1.8679
C 1.9280 -4.2208 2.1330
C 1.3882 -2.9066 1.6417
C 0.1308 -2.4486 2.0339
C -0.3580 -1.2324 1.5928
C 0.3937 -0.4219 0.7423
N -0.0957 0.8083 0.2477
C -0.5492 1.7398 1.0932
C -0.3515 1.6639 2.5060
C -0.8116 2.6287 3.3560
C -1.4759 3.7633 2.8674
C -1.9277 4.8490 3.7903
C -1.6377 3.8890 1.4834
C -1.2011 2.9236 0.6076
N -1.4112 3.1515 -0.7847
C -2.3223 3.9826 -1.3396
C -2.0377 4.1068 -2.6778
C -0.9108 3.3114 -2.8694
N -0.5256 2.7306 -1.7249
C 1.6283 -0.9050 0.3015
C 2.1159 -2.1218 0.7542
N 2.4271 -0.1627 -0.6208
C 3.7659 -0.0082 -0.5962
C 4.1352 0.6945 -1.7181
C 2.9389 0.9357 -2.3908
N 1.9020 0.4197 -1.7313
H 1.5244 -4.4660 3.1137
H 3.0144 -4.2025 2.2034
H 1.6540 -5.0335 1.4564
H -0.4719 -3.0506 2.7028
H -1.3418 -0.8960 1.8978
H 0.2036 0.8272 2.9027
H -0.6376 2.5317 4.4198
H -2.1870 4.4506 4.7696
H -2.7830 5.3899 3.3887
H -1.1191 5.5711 3.9343
H -2.0901 4.7944 1.1018
H -3.1123 4.4198 -0.7530
H -2.5674 4.6940 -3.4077
H -0.3522 3.1354 -3.7768
H 3.0770 -2.4701 0.3934
H 4.3531 -0.3945 0.2205
H 5.1272 0.9965 -2.0045
H 2.7807 1.4660 -3.3168
C 0.5411 -4.8742 -1.9917
C -0.3913 -3.6995 -1.9145
C -1.7547 -3.8375 -1.6762
C -2.5830 -2.7241 -1.6108
C -1.9876 -1.4979 -1.7804
Br -2.9688 0.1149 -1.7005
N -0.6859 -1.3229 -2.0047
C 0.0917 -2.4106 -2.0813
H -0.0030 -5.8142 -1.9341
H 1.2603 -4.8453 -1.1706
H 1.1064 -4.8655 -2.9236
H -2.1819 -4.8250 -1.5492
H -3.6461 -2.8121 -1.4426
H 1.1385 -2.2311 -2.2951
```

4.
A structure of composition C26H24CrN5O3S2, computed with the ωB97M-V functional and the def2-TZVPD basis.

The calculation puts the relative energy (zero: lowest compared OMol25 entry of this formula, charge and spin) at 0.0748 eV. The net charge is -1. The LUMO energy (alpha / beta) comes out at 2.58 / 2.57 eV. Its HOMO-LUMO gap (alpha / beta) is 4.516 / 7.479 eV. The spin multiplicity is 5.

XYZ file:
```
61
C26H24CrN5O3S2, DFT the ωB97M-V functional and the def2-TZVPD basis
Cr 0.4418 0.2422 -0.3097
N -3.7553 0.3002 0.1738
C -3.6188 1.4786 0.8970
C -4.5372 2.2796 1.5441
C -4.0581 3.4379 2.1616
C -2.7061 3.7637 2.1118
C -1.7812 2.9529 1.4602
C -2.2424 1.7904 0.8534
N -1.5677 0.8298 0.1456
C -2.4912 -0.0834 -0.2444
C -2.1498 -1.2155 -0.9850
C -2.8931 -2.2855 -1.5178
S -1.8070 -3.4046 -2.2868
C -0.4719 -2.3901 -1.8836
N -0.7836 -1.3244 -1.2364
H -4.5621 -0.2946 0.1594
H -5.5903 2.0260 1.5715
H -4.7501 4.0911 2.6781
H -2.3657 4.6720 2.5947
H -0.7283 3.1969 1.4099
H -3.9505 -2.4758 -1.4808
H 0.5472 -2.6281 -2.1514
O 3.8733 -0.3146 -2.4228
C 3.2503 -0.9746 -1.5795
O 2.0946 -0.7621 -1.1197
C 3.9080 -2.2440 -1.0425
C 3.3950 -2.8617 0.0950
C 3.9928 -4.0112 0.5917
C 5.1000 -4.5536 -0.0478
C 5.6169 -3.9369 -1.1795
C 5.0263 -2.7807 -1.6687
H 2.5411 -2.4061 0.5804
H 3.5981 -4.4834 1.4832
H 5.5642 -5.4530 0.3398
H 6.4829 -4.3586 -1.6763
H 5.4144 -2.2710 -2.5412
C 2.1519 2.9450 2.0842
S 2.0458 3.0259 0.2864
C 2.4784 4.7583 0.0290
H 3.1722 3.1179 2.4256
H 1.8251 1.9338 2.3308
H 1.4835 3.6770 2.5427
H 1.7887 5.4166 0.5612
H 2.3933 4.9619 -1.0381
H 3.4987 4.9740 0.3483
O 0.9998 0.2489 1.2369
N 1.2819 2.4365 -4.0068
C 1.4659 1.6144 -2.9337
N 0.3583 1.4057 -2.2837
C -0.6313 2.1190 -2.9489
C -1.9922 2.2521 -2.6850
C -2.7381 3.0426 -3.5390
C -2.1546 3.6908 -4.6379
C -0.8047 3.5670 -4.9129
C -0.0597 2.7737 -4.0491
H 2.0022 2.7016 -4.6529
H 2.4294 1.1745 -2.6689
H -2.4329 1.7548 -1.8312
H -3.7974 3.1682 -3.3561
H -2.7742 4.3019 -5.2821
H -0.3520 4.0681 -5.7594
```

| no. | E (Ha) |
| --- | --- |
| 1 | -7269.9302 |
| 2 | -5323.4579 |
| 3 | -5170.9511 |
| 4 | -3345.6689 |